The following is a quantum chemistry calculation of C12H28F3N2O4Ti as an isolated structure in a non-equilibrium geometry, from OMol25.

Atoms and positions in Å:
Ti  0.84371  -0.63406  0.85959
C  -1.89504  2.78503  -2.21919
O  -0.94178  3.72273  -2.79492
O  -1.18865  2.48598  -1.00331
C  -3.42158  3.21663  -2.20953
F  -3.96628  3.12728  -0.97550
F  -3.72076  4.42707  -2.54468
F  -4.14939  2.43300  -2.98626
C  -1.25930  4.32184  -4.03569
C  -0.07405  5.25768  -4.30801
H  0.11091  6.01973  -3.55093
H  0.84178  4.74990  -4.61051
H  -0.35760  5.80144  -5.20914
H  -2.14580  4.94090  -3.89792
H  -1.44666  3.63363  -4.85992
H  -1.69043  1.90660  -2.83123
C  4.88557  -3.37491  -1.87044
C  3.97626  -2.99550  -0.71570
C  4.62059  -2.53732  0.61952
O  3.64300  -2.16925  1.60650
C  3.38475  -3.21664  2.56077
N  2.98114  -2.11012  -1.23981
H  4.31181  -3.75889  -2.71392
H  5.44989  -4.21445  -1.46445
H  5.58496  -2.57646  -2.11829
H  3.41123  -3.87235  -0.39950
H  5.06233  -1.56017  0.42423
H  5.40428  -3.19753  0.99107
H  4.34085  -3.57107  2.94597
H  2.82502  -4.09436  2.23763
H  2.90894  -2.74475  3.42042
H  3.51366  -1.32115  -1.57750
H  2.89280  -2.40485  -2.20180
C  -3.21214  0.83440  4.31134
C  -2.25329  -0.18085  3.73508
C  -3.02736  -0.91182  2.60308
O  -2.18884  -1.72044  1.73777
C  -2.73528  -2.33650  0.55169
N  -0.99729  0.33853  3.32848
H  -2.83069  1.39444  5.16514
H  -4.11070  0.47611  4.81366
H  -3.48914  1.70491  3.71671
H  -2.12758  -0.98220  4.46320
H  -3.47366  -0.13735  1.97930
H  -3.87198  -1.51764  2.93125
H  -3.67141  -2.87217  0.70928
H  -2.00721  -3.01165  0.10204
H  -2.98257  -1.49883  -0.10043
H  -1.18911  1.01294  2.60151
H  -0.56788  0.93255  4.02335

Atoms 1-6, force components in eV/Å:
-0.29 -0.10 0.04
4.80 -1.09 2.67
-1.44 0.48 -0.62
-3.01 0.14 -1.35
1.22 -1.14 2.18
0.18 -0.78 0.63

Results
**Multiplicity**: 4
**Frontier orbital gap (spin up / spin down)**: 5.55 / 4.76 eV
**⟨S²⟩**: 3.752
**DFT total energy**: -55326.876 eV
**HOMO (spin up / spin down)**: -5.86 / -5.80 eV

The following is a quantum chemistry calculation of C12H28F6LiO12S2V2 as an isolated structure in a non-equilibrium geometry, from OMol25.

Atoms and positions in Å:
O  -2.95116  4.87871  -3.52046
V  -2.09959  3.69279  -2.97288
O  -3.99082  0.83104  2.53372
V  -2.84654  0.78302  1.52799
Li  -1.98859  -1.99782  -3.06241
C  0.91297  1.04692  -1.27791
F  1.33877  1.17072  -2.51182
F  1.45405  0.02389  -0.67493
F  1.08611  2.16897  -0.60198
S  -0.93913  0.72754  -1.39200
O  -1.48087  0.79036  -0.02880
O  -1.42741  1.84849  -2.22511
O  -1.11563  -0.53666  -2.05394
C  -6.10534  3.18488  -0.53928
F  -5.59353  4.30720  -0.02331
F  -6.67244  2.47387  0.40758
F  -6.91382  3.48338  -1.51138
S  -4.74013  2.11138  -1.20633
O  -3.85932  2.95559  -2.03706
O  -4.04698  1.59684  -0.00431
O  -5.38208  1.05410  -1.90452
C  5.06201  -6.22645  4.15183
C  4.60022  -5.90920  2.73910
O  4.02460  -4.59928  2.74801
C  3.68455  -4.16454  1.46216
C  3.20474  -2.72036  1.59801
H  6.05206  -5.77228  4.26034
H  4.47006  -5.71814  4.90940
H  5.14635  -7.29395  4.32885
H  5.41659  -6.00747  2.01874
H  3.80801  -6.60853  2.43492
H  4.55409  -4.13741  0.79129
H  2.91589  -4.79141  0.98556
H  3.99590  -2.19019  2.12836
H  2.22187  -2.64318  2.06133
H  3.17427  -2.20020  0.63134
C  2.02679  4.14167  -3.41720
C  0.88745  4.12611  -4.43829
O  -0.31455  4.69177  -3.80740
H  1.62967  3.92834  -2.42960
H  2.51821  5.11562  -3.47882
H  2.85624  3.49139  -3.69739
H  0.71159  3.09925  -4.76107
H  1.11652  4.73412  -5.30881
H  -0.49969  5.58789  -4.12302
C  -0.83447  3.26420  4.14097
C  -2.21721  3.21610  3.54676
O  -2.13580  2.77672  2.10969
H  -0.91678  3.43153  5.21631
H  -0.19685  3.98704  3.63400
H  -0.28899  2.31467  4.08928
H  -2.64887  4.21215  3.49560
H  -2.86562  2.49193  4.02587
H  -1.74930  3.46099  1.55520
C  0.47502  -3.42402  -0.62300
C  -0.85693  -3.84810  -1.16982
O  -0.95489  -3.66695  -2.61762
H  0.67593  -4.00512  0.28136
H  0.63038  -2.36535  -0.42616
H  1.32085  -3.70215  -1.25850
H  -1.71278  -3.33884  -0.71359
H  -1.08677  -4.89665  -0.97455
H  -0.53886  -4.43692  -3.02029

Atoms 1-6, force components in eV/Å:
1.47 -1.91 0.82
-1.98 2.26 -0.95
0.55 -0.78 0.03
-1.48 3.56 -0.77
0.54 -0.69 0.03
-0.73 -0.25 0.16

Results
**Multiplicity**: 3
**Frontier orbital gap (spin up / spin down)**: 2.45 / 2.89 eV
**⟨S²⟩**: 2.078
**DFT total energy**: -126997.000 eV
**HOMO (spin up / spin down)**: -14.53 / -14.53 eV
**Charge**: +3

The following is a quantum chemistry calculation of a 4-piece molecular cluster, C12H28NO6S3 overall in a non-equilibrium geometry, from OMol25.

Atoms and positions in Å:
N  2.39110  2.47338  1.05336
H  3.36610  2.09438  1.26336
H  1.80410  2.56638  1.88936
H  1.94210  1.90338  0.53636
H  2.33010  3.29238  0.64436
C  1.37610  -0.13962  -2.79764
C  2.41310  -1.03962  -3.43164
C  3.43410  -1.21262  -2.36964
S  2.50510  -1.24262  -0.89764
O  3.16810  -0.38862  0.03536
O  2.26010  -2.61062  -0.52564
C  0.99610  -0.69562  -1.54764
H  0.53610  -0.07062  -3.65664
H  1.64910  0.83038  -2.77964
H  2.89610  -0.57962  -4.25464
H  1.87410  -2.16862  -3.60564
H  4.07010  -0.39062  -2.24164
H  4.01510  -1.88662  -2.57664
H  0.30510  -0.11862  -0.91064
H  0.31310  -1.61162  -1.64364
C  -0.07990  -2.73662  2.03736
C  1.03510  -2.10762  2.74436
C  0.51110  -0.99762  3.60536
S  -0.74290  -0.17962  2.71936
O  -0.03690  0.83538  1.93836
O  -1.87490  0.17838  3.53036
C  -1.00290  -1.55762  1.69436
H  -0.63790  -3.31562  2.89436
H  0.10210  -3.44062  1.40136
H  1.71710  -1.77262  2.03036
H  1.66610  -2.88662  3.42336
H  1.49310  -0.40962  3.72636
H  0.12110  -1.13862  4.57136
H  -0.89490  -1.18762  0.73636
H  -1.98390  -1.83162  1.64736
C  -3.75390  0.79738  -1.36564
C  -3.65590  1.08438  0.17236
C  -2.85990  2.28038  0.52336
S  -1.84790  2.38638  -0.93164
O  -0.50490  2.15138  -0.61364
O  -2.11090  3.65238  -1.64064
C  -2.38890  1.15338  -1.97064
H  -4.49590  1.59338  -1.82264
H  -3.87790  -0.25862  -1.54364
H  -2.98290  0.37638  0.58036
H  -4.54090  1.10238  0.61536
H  -2.18890  2.26938  1.57036
H  -3.71990  3.14138  0.50336
H  -1.61390  0.26138  -2.02864
H  -2.49390  1.55238  -2.93164

Atoms 1-6, force components in eV/Å:
4.49 -0.40 7.68
-1.58 0.81 -0.39
0.24 -0.41 0.35
-4.15 -6.00 -4.97
0.49 5.58 -2.80
-3.22 -1.17 -6.35

Results
**Frontier orbital gap**: 9.90 eV
**DFT total energy**: -59165.496 eV
**HOMO**: -12.94 eV
**Charge**: +1

The following is a quantum chemistry calculation of a 4-piece molecular cluster, C12H28O4PS overall, from OMol25.

Atoms and positions in Å:
O  0.17986  4.15968  0.22789
P  0.72859  3.00943  -0.70070
S  0.68300  3.69246  -2.61575
H  -0.67378  4.54930  -0.01756
H  -0.04747  1.85712  -0.57920
H  2.02694  2.77457  -0.27120
H  1.84766  3.09638  -2.93037
C  0.85752  -1.16208  2.32335
C  -0.32933  -1.95909  1.78606
C  -0.41351  -1.46685  0.35194
O  0.92960  -1.14265  -0.04140
C  1.78102  -1.13695  1.11195
H  1.32456  -1.60605  3.20008
H  0.54221  -0.14801  2.58367
H  -0.10450  -3.02696  1.80834
H  -1.25658  -1.78977  2.32997
H  -1.03655  -0.56718  0.28668
H  -0.81271  -2.21064  -0.33700
H  2.42452  -2.02111  1.08293
H  2.41914  -0.25069  1.07526
C  -5.53785  -1.59426  2.39583
C  -5.34352  -0.41008  3.34207
C  -3.86956  -0.09097  3.13321
O  -3.57298  -0.43582  1.77561
C  -4.65306  -1.19786  1.22220
H  -6.57343  -1.75523  2.10278
H  -5.16773  -2.51088  2.85876
H  -5.96348  0.43108  3.02642
H  -5.57950  -0.63598  4.38014
H  -3.23840  -0.69019  3.79897
H  -3.63185  0.96223  3.28900
H  -5.19849  -0.57213  0.50850
H  -4.24068  -2.05370  0.68648
C  4.74942  0.74466  -3.99204
C  4.06653  -0.57015  -3.61207
C  3.41096  -0.21806  -2.28634
O  3.07878  1.18603  -2.37249
C  3.72961  1.76525  -3.51440
H  4.96364  0.83535  -5.05458
H  5.68471  0.86188  -3.44310
H  3.30939  -0.83040  -4.35366
H  4.75715  -1.40566  -3.52277
H  4.10149  -0.35778  -1.45031
H  2.50001  -0.77784  -2.08090
H  2.97344  1.95039  -4.29072
H  4.17521  2.71920  -3.22151

Atoms 1-6, force components in eV/Å:
-0.06 -0.33 0.07
0.03 0.25 -0.39
0.00 0.03 -0.21
0.04 0.02 0.14
0.06 -0.08 0.20
0.02 -0.12 0.05

Results
**Frontier orbital gap**: 7.81 eV
**DFT total energy**: -41204.543 eV
**HOMO**: -11.68 eV
**Charge**: +1